(1)
# C2F3NNdO6S2

A structure of composition C2F3NNdO6S2 in a non-equilibrium geometry (wB97M-V/def2-TZVPD, the OMol25 dataset).

Properties
DFT total energy	-2239.76302	a.u.
largest force on an atom	0.060	hartree/bohr
<S²>	6.003
charge	0
2S+1	5
highest occupied orbital energy (alpha / beta)	-0.3099 / -0.3591	Eh

Each line ends with the Mulliken spin population.
Atoms and positions in Å:
N1 0.648 1.025 0.274  -0.002
S1 -0.785 1.353 1.032  0.003
O1 -1.423 0.001 0.996  -0.005
S2 1.272 -0.327 -0.262  0.001
O2 0.205 -1.348 -0.491  0.001
O3 2.423 0.177 -1.019  0.000
C1 2.271 -1.414 0.917  -0.001
F1 1.515 -2.102 1.756  0.000
F2 2.994 -2.280 0.223  0.000
F3 3.080 -0.663 1.647  0.000
O4 -2.320 0.604 -1.653  0.000
C2 -2.482 1.792 -1.335  -0.003
O5 -3.126 2.691 -1.819  -0.001
O6 -1.997 2.052 0.154  -0.001
Nd1 -2.275 -1.561 -0.422  4.008

(2)
# C2F6NO4S2Y

A structure of composition C2F6NO4S2Y in a non-equilibrium geometry (wB97M-V/def2-TZVPD, the OMol25 dataset).

Properties
DFT total energy	-1865.77134	a.u.
largest force on an atom	0.084	hartree/bohr
charge	0
highest occupied orbital energy	-0.3451	Eh

Each line ends with the Löwdin charge.
Atoms and positions in Å:
O1 0.613 -1.993 1.609  -0.728
Y1 1.934 -0.918 0.191  1.757
N1 -0.005 0.609 -0.495  -0.370
S1 -1.145 -1.621 1.414  0.979
O2 -1.961 -2.871 1.480  -0.456
C1 -1.422 -0.836 3.096  -0.777
F1 -2.349 0.112 2.992  0.132
F2 -0.300 -0.281 3.540  0.107
F3 -1.828 -1.741 3.974  0.136
S2 0.953 1.425 -1.340  0.428
O3 2.369 0.840 -1.222  -0.555
O4 0.950 2.896 -1.250  -0.326
C2 0.618 1.148 -3.157  -0.708
F4 0.878 -0.109 -3.508  0.108
F5 -0.666 1.388 -3.414  0.136
F6 1.363 1.952 -3.910  0.138

(3)
# C2F8KNO10S4

A structure of composition C2F8KNO10S4 in a non-equilibrium geometry (wB97M-V/def2-TZVPD, the OMol25 dataset).

Properties
DFT total energy	-3875.23760	a.u.
largest force on an atom	0.043	hartree/bohr
charge	-2
highest occupied orbital energy	-0.1553	Eh

Each line ends with the Löwdin charge.
Atoms and positions in Å:
K1 20.276 -10.099 -10.015  0.900
N1 22.027 -14.925 -10.780  -0.307
S1 20.698 -15.550 -10.183  0.457
O1 19.968 -16.356 -11.093  -0.284
O2 19.949 -14.712 -9.312  -0.279
F1 21.384 -16.599 -9.166  -0.220
S2 21.628 -13.620 -11.627  0.476
O3 21.154 -12.495 -10.892  -0.373
O4 21.073 -13.884 -12.894  -0.254
F2 23.140 -13.201 -11.938  -0.207
C1 17.946 -5.923 -11.429  -0.658
F3 17.008 -5.824 -10.468  0.109
F4 17.595 -6.931 -12.245  0.118
F5 17.932 -4.787 -12.154  0.099
S3 19.611 -6.243 -10.727  0.441
O5 20.465 -6.145 -11.885  -0.325
O6 19.787 -5.196 -9.744  -0.335
O7 19.463 -7.573 -10.163  -0.426
C2 16.967 -12.779 -11.676  -0.663
F6 16.219 -13.675 -10.986  0.098
F7 18.187 -13.290 -11.760  0.125
F8 16.446 -12.674 -12.907  0.117
S4 17.009 -11.170 -10.797  0.428
O8 15.639 -10.742 -10.781  -0.316
O9 17.597 -11.458 -9.503  -0.354
O10 17.863 -10.337 -11.634  -0.368

(4)
# C2FN3

The molecule C2FN3 in a non-equilibrium geometry (wB97M-V/def2-TZVPD, the OMol25 dataset).

Properties
DFT total energy	-340.12176	a.u.
largest force on an atom	0.074	hartree/bohr
charge	0
highest occupied orbital energy (alpha / beta)	-0.3743 / -0.3979	Eh

Each line ends with the Löwdin charge.
Atoms and positions in Å:
C1 -0.510 1.247 0.517  -0.301
C2 0.621 -1.711 -0.229  -0.092
N1 -0.841 2.264 1.001  0.198
N2 -0.570 0.264 -0.274  0.106
N3 -0.291 -0.922 -0.043  0.060
F1 1.592 -1.141 -0.971  0.029

(5)
# C2FN3

A cluster of 2 separate species, C2FN3 in total in a non-equilibrium geometry (wB97M-V/def2-TZVPD, the OMol25 dataset).

Properties
DFT total energy	-340.13924	a.u.
largest force on an atom	0.090	hartree/bohr
charge	0
highest occupied orbital energy (alpha / beta)	-0.4277 / -0.4251	Eh

Each line ends with the Löwdin charge.
Atoms and positions in Å:
C1 -1.163 1.201 0.788  -0.388
C2 1.168 -0.996 -0.750  -0.487
N1 -1.801 1.440 1.734  0.242
N2 1.841 -1.145 0.128  0.173
N3 -0.611 0.488 -0.079  0.263
F1 0.566 -0.988 -1.821  0.196

(6)
# C2FNO2

A structure of composition C2FNO2 in a non-equilibrium geometry (wB97M-V/def2-TZVPD, the OMol25 dataset).

Properties
DFT total energy	-381.09458	a.u.
largest force on an atom	0.103	hartree/bohr
<S²>	2.008
charge	0
2S+1	3
highest occupied orbital energy (alpha / beta)	-0.3264 / -0.3952	Eh

Each line ends with the Mulliken spin population.
Atoms and positions in Å:
C1 0.011 1.090 -0.656  0.124
C2 0.022 -1.291 0.644  0.838
N1 -0.051 0.289 -1.549  0.544
O1 0.030 -1.139 -0.516  0.172
O2 0.068 1.646 0.355  0.237
F1 -0.079 -0.594 1.723  0.085